No. 1
Formula: C25H39CdN5O3S
Source: the OMol25 dataset
Level of theory: ωB97M-V with the def2-TZVPD basis set

Computed properties:
Electronic energy: -55545.9215 eV
HOMO-LUMO gap: 6.58 eV

Geometry as ORCA input:
```
! wB97M-V def2-TZVPD RIJCOSX def2/J DEFGRID3
* xyz 0 1
Cd 0.0370 -0.3335 0.2560
C 3.2770 0.4340 5.6248
C 3.9160 0.6895 4.2630
N 3.3999 1.8669 3.5887
C 2.1791 1.9654 2.9656
S 3.6221 -0.1983 -0.7322
N 1.6098 0.7795 2.8027
N 0.3590 0.8018 2.2471
C -0.6577 1.3146 2.8409
C -0.6243 1.9293 4.2112
C -1.9779 1.1897 2.1704
C -3.1414 1.6910 2.7525
C -4.3497 1.5439 2.0931
C -4.3814 0.8963 0.8694
C -3.1870 0.4154 0.3601
N -2.0259 0.5652 0.9852
H 3.7214 -0.4374 6.1111
H 2.2082 0.2502 5.5045
H 3.4062 1.2962 6.2824
H 3.7314 -0.1756 3.6239
H 4.9992 0.7927 4.3645
H 3.8398 2.7428 3.8008
H 0.3907 1.9495 4.5880
H -1.2601 1.3542 4.8929
H -0.9921 2.9565 4.1972
H -3.1006 2.1850 3.7116
H -5.2583 1.9298 2.5368
H -5.3021 0.7594 0.3201
H -3.1543 -0.1159 -0.5849
C 3.5132 -1.2551 0.7048
O 2.2030 0.6777 -0.5144
C 2.4146 2.0939 -0.4586
C 1.0869 2.7369 -0.0812
O -0.0460 2.0481 -0.6238
C -0.3847 2.3768 -1.9599
C 0.3774 1.6037 -3.0086
O 0.0643 0.2363 -2.9022
C 0.8374 -0.5261 -3.8090
H 3.3376 -0.6484 1.5929
H 4.4834 -1.7530 0.7724
H 2.7349 -2.0066 0.5855
H 2.7906 2.4369 -1.4264
H 3.1399 2.3279 0.3238
H 1.0700 3.7835 -0.3998
H 0.9932 2.7029 1.0022
H -0.2265 3.4477 -2.1279
H -1.4519 2.1702 -2.0649
H 1.4576 1.7524 -2.9096
H 0.0782 1.9870 -3.9954
H 0.7266 -0.1380 -4.8282
H 0.4686 -1.5461 -3.7861
H 1.8970 -0.5140 -3.5307
C 1.3061 -2.9291 3.4689
N -0.1226 -3.2034 3.5739
C -0.6452 -2.6485 4.8083
C -0.8500 -2.6478 2.4369
C -0.4332 -3.2493 1.1141
C -0.4650 -4.6414 1.0188
C -0.0958 -5.2838 -0.1497
C 0.3116 -4.5311 -1.2403
C 0.3404 -3.1474 -1.1462
C -0.0246 -2.4671 0.0191
H 1.8147 -3.3410 4.3422
H 1.5208 -1.8493 3.4176
H 1.7102 -3.4110 2.5777
H -0.1268 -3.0888 5.6608
H -1.7094 -2.8755 4.8964
H -0.5176 -1.5520 4.8613
H -0.7265 -1.5547 2.4135
H -1.9163 -2.8362 2.6026
H -0.7673 -5.2163 1.8869
H -0.1213 -6.3653 -0.2084
H 0.6111 -5.0212 -2.1596
H 0.6804 -2.5808 -2.0015
*
```

***

No. 2
Formula: C32H34BF3O4
Source: the OMol25 dataset
Level of theory: ωB97M-V with the def2-TZVPD basis set

Computed properties:
Electronic energy: -50753.1390 eV
HOMO-LUMO gap: 2.73 eV
Energy relative to the best compared isomer or geometry (same formula, charge and spin): 4.123 eV

Geometry as ORCA input:
```
! wB97M-V def2-TZVPD RIJCOSX def2/J DEFGRID3
* xyz 0 1
C -1.7916 6.8383 -0.5299
C -1.7028 5.7010 0.3621
C -2.0973 5.4844 1.6575
C -1.6665 4.1621 1.9857
C -1.0318 3.6335 0.8869
B -0.4714 2.1224 0.6330
C 1.1766 2.2886 0.5439
C 2.0011 1.8418 1.5678
C 3.4007 1.9849 1.4750
C 3.9436 2.5662 0.3338
C 5.4384 2.6739 0.1444
F 5.8134 2.0364 -1.0140
F 5.8550 3.9756 0.0351
F 6.1443 2.1139 1.1667
C 3.1280 3.0524 -0.6843
C 1.7382 2.8818 -0.5836
O -0.9775 1.4407 1.8122
C -1.6239 0.2950 1.3076
C -0.6124 -0.8145 1.2944
C -2.7468 -0.1485 2.2291
C -2.0305 0.7108 -0.1983
C -2.1311 -0.4134 -1.2254
C -3.3551 1.4608 -0.1757
O -0.9696 1.5635 -0.6004
O -1.0780 4.5732 -0.1090
H -2.3669 7.6312 -0.0410
H -0.7940 7.2385 -0.7631
H -2.2945 6.5627 -1.4668
H -2.6300 6.1659 2.3148
H -1.8066 3.6887 2.9538
H 1.5803 1.3733 2.4599
H 4.0468 1.6431 2.2830
H 3.5631 3.5458 -1.5539
H 1.1057 3.2207 -1.4029
H -1.0934 -1.7797 1.1191
H 0.1198 -0.6273 0.4973
H -0.0874 -0.8728 2.2563
H -3.1930 -1.0691 1.8280
H -2.3196 -0.3834 3.2137
H -3.5250 0.6123 2.3491
H -2.8519 -1.1707 -0.8890
H -2.4999 0.0015 -2.1739
H -1.1599 -0.8846 -1.4250
H -4.1663 0.7336 -0.0343
H -3.3866 2.1907 0.6446
H -3.5144 1.9771 -1.1315
C -2.8649 -6.4531 1.7262
O -1.4381 -6.3533 1.9080
C -0.7678 -5.4482 1.1512
C 0.5599 -5.1705 1.5554
C 1.2004 -4.0537 1.0863
C 0.6268 -3.2549 0.0611
C 1.3750 -2.1362 -0.4753
C 1.7585 -2.0943 -1.8418
C 2.7204 -1.1344 -2.2876
C 3.1159 -1.0949 -3.6170
C 2.4955 -1.9246 -4.5694
C 1.5515 -2.8739 -4.1550
C 1.2341 -3.0064 -2.8099
C -0.6640 -3.6157 -0.4118
C -1.3610 -4.6909 0.1130
H -3.1437 -7.2328 2.4347
H -3.3767 -5.5058 1.9710
H -3.1105 -6.7622 0.6971
H 0.9974 -5.8074 2.3244
H 2.1866 -3.7793 1.4674
H 1.9527 -1.5256 0.2349
H 3.1297 -0.4268 -1.5554
H 3.8938 -0.3937 -3.9328
H 2.7510 -1.8369 -5.6258
H 1.0518 -3.5131 -4.8849
H 0.5575 -3.8007 -2.4920
H -1.1344 -3.0193 -1.1984
H -2.3769 -4.9140 -0.2265
*
```

***

No. 3
Formula: C26H72F6NO16S2V
Source: the OMol25 dataset
Level of theory: ωB97M-V with the def2-TZVPD basis set

Computed properties:
Electronic energy: -126033.9182 eV
HOMO-LUMO gap (spin up / spin down): 8.08 / 8.00 eV
Energy relative to the best compared isomer or geometry (same formula, charge and spin): 0.000 eV

Geometry as ORCA input:
```
! wB97M-V def2-TZVPD RIJCOSX def2/J DEFGRID3
* xyz 1 4
V 12.5838 8.0373 -10.3341
C 13.6213 6.7903 -14.4363
F 14.8744 6.8896 -14.8130
F 12.8009 7.0044 -15.4520
F 13.3468 5.6084 -13.9104
S 13.2039 8.1301 -13.1911
O 13.3629 9.3889 -13.8042
O 11.8739 7.8611 -12.6621
N 14.0916 7.9515 -11.7856
S 15.5908 8.5343 -11.8459
O 16.0700 8.9156 -13.1204
O 15.7629 9.4614 -10.7648
C 16.6148 7.0837 -11.3833
F 16.6487 6.2118 -12.3873
F 17.8495 7.4889 -11.1098
F 16.1032 6.5251 -10.2714
C 17.9683 5.1464 -7.8623
C 19.4144 4.6873 -7.7732
O 19.9084 5.1436 -6.4914
H 17.3230 4.5726 -7.1845
H 17.5052 5.1201 -8.8456
H 17.8921 6.1327 -7.3955
H 19.9960 5.1995 -8.5423
H 19.5432 3.6109 -7.8273
H 20.4431 5.9281 -6.6330
C 18.2676 9.1828 -15.8158
C 16.8565 9.4877 -16.3120
O 16.8781 10.0394 -17.6254
H 18.8655 8.8150 -16.6506
H 18.2267 8.4292 -15.0282
H 18.7625 10.0854 -15.4601
H 16.3796 10.2141 -15.6545
H 16.2525 8.5761 -16.3233
H 16.9393 9.3241 -18.2633
C 10.2371 5.9884 -17.9210
C 10.4960 4.7515 -18.7366
O 10.0240 3.5562 -18.0564
H 10.8779 6.0568 -17.0420
H 9.1842 6.1884 -17.7393
H 10.5919 6.8310 -18.5354
H 11.5317 4.5576 -18.9997
H 9.9113 4.7293 -19.6628
H 9.1590 3.7379 -17.6787
C 13.6776 8.0838 -6.3249
C 14.2070 7.5051 -7.6219
O 14.0350 8.4059 -8.7401
H 13.9718 9.1255 -6.2265
H 14.0894 7.5155 -5.4899
H 12.5932 7.9812 -6.2779
H 13.7352 6.5509 -7.8635
H 15.2707 7.2602 -7.5476
H 14.7666 9.0515 -8.6566
C 19.0302 4.0075 -11.5712
C 18.9082 3.9130 -13.0866
O 19.7865 2.8565 -13.4788
H 19.9532 4.5426 -11.3369
H 19.1628 2.9965 -11.1834
H 18.1858 4.4929 -11.0892
H 19.2592 4.8409 -13.5402
H 17.8984 3.5746 -13.3395
H 19.8209 2.7524 -14.4332
C 13.3782 13.7226 -12.5965
C 14.6675 13.0145 -12.9442
O 15.6390 13.2561 -11.9581
H 13.0013 13.4343 -11.6145
H 12.6626 13.4806 -13.3913
H 13.4342 14.8116 -12.6225
H 14.9996 13.3377 -13.9368
H 14.4858 11.9298 -13.0194
H 16.5133 13.1199 -12.3611
C 14.2170 4.1345 -9.8634
C 13.3091 4.8263 -10.8580
O 12.5295 5.8660 -10.2455
H 14.9767 3.5832 -10.4202
H 13.6662 3.3816 -9.2972
H 14.6857 4.8354 -9.1790
H 12.6494 4.0786 -11.3031
H 13.8818 5.2141 -11.6916
H 11.7782 5.5233 -9.7501
C 10.3125 10.5981 -11.1514
C 11.5960 11.2761 -10.7496
O 12.6066 10.2408 -10.5220
H 10.5091 9.7761 -11.8381
H 9.6280 11.2969 -11.6358
H 9.7231 10.2969 -10.2788
H 11.5122 11.9062 -9.8641
H 11.9801 11.9051 -11.5542
H 13.4257 10.6872 -10.2767
C 12.9251 3.7778 -16.7070
C 12.1938 3.1099 -15.5555
O 12.5704 1.7369 -15.4912
H 12.6134 4.8227 -16.7846
H 12.6629 3.2464 -17.6199
H 14.0008 3.7515 -16.5397
H 11.1071 3.1404 -15.6853
H 12.4129 3.5826 -14.6028
H 12.3095 1.2993 -16.3065
C 18.5654 11.3594 -12.6153
C 18.9592 12.6885 -13.2247
O 17.7753 13.3049 -13.7500
H 19.4256 10.7206 -12.3907
H 17.9472 10.7812 -13.3024
H 18.0002 11.4748 -11.6872
H 19.6765 12.5183 -14.0320
H 19.4214 13.3676 -12.5122
H 17.6559 13.1354 -14.6876
C 10.7869 9.1665 -16.0169
C 11.9412 9.9812 -16.5832
O 12.3349 11.0320 -15.7178
H 9.9173 9.8085 -15.9060
H 11.0973 8.7221 -15.0714
H 10.5293 8.3543 -16.6965
H 11.5443 10.4853 -17.4711
H 12.7970 9.3994 -16.9397
H 12.9534 10.6522 -15.0828
C 17.2570 10.0005 -8.0492
C 16.3107 10.8620 -7.2354
O 14.9687 10.8524 -7.7772
H 16.9479 8.9519 -7.9755
H 18.2260 9.9908 -7.5406
H 17.3664 10.3709 -9.0615
H 16.6876 11.8856 -7.2755
H 16.2551 10.5218 -6.2052
H 14.9819 11.4488 -8.5341
*
```

***

No. 4
Formula: C8H20BBr8Na2
Source: the OMol25 dataset
Level of theory: ωB97M-V with the def2-TZVPD basis set

Computed properties:
Electronic energy: -578464.8096 eV
HOMO-LUMO gap: 7.10 eV
Energy relative to the best compared isomer or geometry (same formula, charge and spin): 0.000 eV

Geometry as ORCA input:
```
! wB97M-V def2-TZVPD RIJCOSX def2/J DEFGRID3
* xyz 1 1
Na -2.0283 -2.6371 2.1885
Na 1.3427 -3.7359 1.9904
B 0.0250 -1.6887 0.8441
H -1.0874 -1.1785 0.8311
H 0.4129 -1.7306 1.9932
H 0.0397 -2.8716 0.5515
H 0.6732 -1.1246 -0.0392
Br -2.1471 3.7789 -1.2969
C -0.4008 2.9493 -1.4600
C -0.3544 1.8619 -2.5269
Br -0.6741 2.5253 -4.2907
H -0.0736 2.5607 -0.5010
H 0.2828 3.7640 -1.6890
H -1.0840 1.1012 -2.2675
H 0.6280 1.4011 -2.5061
Br 3.9215 -2.3498 0.6407
C 3.6101 -0.6945 -0.3071
C 3.4212 0.4218 0.6913
Br 3.2031 2.1222 -0.2318
H 2.7277 -0.8033 -0.9310
H 4.4426 -0.5024 -0.9797
H 4.2311 0.5639 1.3932
H 2.4897 0.3050 1.2406
Br 0.2228 3.7863 2.9852
C -1.0671 2.4993 3.6007
C -0.5014 1.1361 3.3025
Br -1.6080 -0.2424 4.0730
H -2.0139 2.6555 3.0959
H -1.2117 2.6117 4.6679
H 0.5024 1.0892 3.7262
H -0.3512 0.9606 2.2396
Br -3.8137 -3.0656 -1.1556
C -2.8035 -2.7076 -2.7809
C -1.5340 -2.0011 -2.4663
Br -0.8226 -1.2270 -4.0951
H -3.4528 -2.1119 -3.4071
H -2.6311 -3.6587 -3.2772
H -0.7507 -2.5986 -2.0337
H -1.7649 -1.1643 -1.8128
*
```

***

No. 5
Formula: C4H9N4O
Source: the OMol25 dataset
Level of theory: ωB97M-V with the def2-TZVPD basis set

Computed properties:
Electronic energy: -12292.3727 eV
HOMO-LUMO gap: 8.71 eV
Energy relative to the best compared isomer or geometry (same formula, charge and spin): 3.249 eV

Geometry as ORCA input:
```
! wB97M-V def2-TZVPD RIJCOSX def2/J DEFGRID3
* xyz 1 1
C 0.2568 -0.8358 -0.9854
C 2.7451 -0.1539 -0.0318
C -1.3170 -1.7084 0.1398
C -2.6887 0.3302 0.6051
N -0.1677 -2.0225 -0.5486
N -0.5613 0.1371 -0.5693
N 3.4899 0.8612 -0.4187
N -1.5768 -0.4327 0.1422
O 3.4108 -0.9583 0.9107
H 1.0957 -0.7880 -1.6544
H -1.8780 -2.3762 0.6022
H -2.3305 1.0158 1.4980
H -3.1285 0.9026 -0.3601
H -3.3675 -0.4630 0.9548
H -0.5588 1.0863 -0.6500
H 3.3311 1.4055 -1.2386
H 4.3401 0.9930 0.0841
H 2.9460 -1.7500 1.1313
*
```

***

No. 6
Formula: C5H6O3
Source: the OMol25 dataset
Level of theory: ωB97M-V with the def2-TZVPD basis set

Computed properties:
SMILES: O=CC(=O)C1(O)CC1
Electronic energy: -11421.7288 eV
HOMO-LUMO gap: 9.76 eV
Energy relative to the best compared isomer or geometry (same formula, charge and spin): 2.683 eV

Geometry as ORCA input:
```
! wB97M-V def2-TZVPD RIJCOSX def2/J DEFGRID3
* xyz 0 1
O 3.0579 0.7425 0.4194
C 2.3582 0.0691 -0.2740
C 1.0376 -0.5285 0.1309
O 0.8785 -1.7414 0.2063
C -0.2281 0.3566 0.2082
O -0.0235 1.7563 0.1044
C -1.3646 -0.3284 -0.5555
C -1.3394 -0.3206 0.9620
H 2.6845 -0.2229 -1.3701
H -0.6859 2.1607 -0.5567
H -1.3037 -1.2377 -1.0774
H -2.0147 0.3187 -0.9459
H -1.9322 0.2467 1.4927
H -1.1245 -1.2711 1.2556
*
```

***

No. 7
Formula: C21H21N3O3S
Source: the OMol25 dataset
Level of theory: ωB97M-V with the def2-TZVPD basis set

Computed properties:
SMILES: O=C(CSc1nc2ccccc2c(=O)n1C[C@@H]1CCCO1)Nc1ccccc1
Electronic energy: -43567.3829 eV
HOMO-LUMO gap: 8.86 eV
Energy relative to the best compared isomer or geometry (same formula, charge and spin): 0.956 eV

Geometry as ORCA input:
```
! wB97M-V def2-TZVPD RIJCOSX def2/J DEFGRID3
* xyz 0 1
O -3.0840 -1.5546 -1.6801
C -1.9755 -1.8986 -1.3511
C -0.9465 -2.3175 -2.4045
S 0.7637 -1.8730 -1.9823
C 0.4830 -0.2176 -1.4480
N -0.7271 0.1964 -1.5208
C -1.0282 1.4488 -1.0689
C -2.3568 1.8816 -1.0871
C -2.6611 3.1427 -0.6298
C -1.6604 3.9918 -0.1549
C -0.3493 3.5747 -0.1293
C -0.0178 2.2954 -0.5825
C 1.3584 1.8244 -0.5383
O 2.3103 2.4716 -0.1531
N 1.5372 0.4955 -0.9726
C 2.8609 -0.0766 -0.8631
C 3.0354 -0.9841 0.3795
C 2.6623 -0.2852 1.6892
C 3.9348 0.5068 1.9887
C 5.0339 -0.3627 1.3580
O 4.3947 -1.3245 0.5233
N -1.5396 -2.0759 -0.0737
C -2.0621 -1.5009 1.0901
C -1.2406 -1.4554 2.2139
C -1.6927 -0.8750 3.3831
C -2.9649 -0.3309 3.4423
C -3.7814 -0.3773 2.3252
C -3.3421 -0.9619 1.1515
H -1.2130 -1.8489 -3.3508
H -0.9437 -3.4023 -2.5229
H -3.1096 1.2047 -1.4575
H -3.6860 3.4824 -0.6391
H -1.9187 4.9796 0.1953
H 0.4425 4.2107 0.2367
H 3.0864 -0.6603 -1.7591
H 3.5604 0.7591 -0.7910
H 2.4865 -1.9188 0.2236
H 2.4880 -1.0371 2.4603
H 1.7796 0.3454 1.6071
H 3.8836 1.4834 1.5085
H 4.0928 0.6510 3.0547
H 5.6029 -0.9187 2.1096
H 5.7355 0.2320 0.7629
H -0.5918 -2.4199 0.0279
H -0.2441 -1.8743 2.1651
H -1.0474 -0.8441 4.2486
H -3.3164 0.1254 4.3553
H -4.7749 0.0436 2.3660
H -3.9760 -0.9978 0.2820
*
```

***

No. 8
Formula: C4H6N2
Source: the OMol25 dataset
Level of theory: ωB97M-V with the def2-TZVPD basis set

Computed properties:
Electronic energy: -7217.7743 eV
HOMO-LUMO gap: 9.51 eV
Energy relative to the best compared isomer or geometry (same formula, charge and spin): 7.817 eV

Geometry as ORCA input:
```
! wB97M-V def2-TZVPD RIJCOSX def2/J DEFGRID3
* xyz 0 1
N 0.6794 1.0226 1.0743
C 0.3604 0.3575 -0.2207
C -0.7286 1.0850 -0.7569
C -0.4411 -0.0262 0.9882
C 1.3299 -0.5386 -0.8042
N 2.1030 -1.2302 -1.3173
H 1.5106 0.7262 1.5804
H 0.5224 2.0339 1.0135
H -1.1711 0.4416 -1.5390
H -1.5092 -2.1924 -0.8916
H -1.4364 0.4275 1.0808
H -1.2193 -2.1070 -0.2075
*
```

***

No. 9
Formula: CHF2NO3
Source: the OMol25 dataset
Level of theory: ωB97M-V with the def2-TZVPD basis set

Computed properties:
SMILES: O=C(F)F.O=NO
Electronic energy: -14118.0303 eV
HOMO-LUMO gap: 10.66 eV
Energy relative to the best compared isomer or geometry (same formula, charge and spin): 0.216 eV

Geometry as ORCA input:
```
! wB97M-V def2-TZVPD RIJCOSX def2/J DEFGRID3
* xyz 0 1
O 1.2797 -0.6818 1.1538
C 1.1308 -1.0498 0.0489
F 1.4033 -0.3620 -1.0178
F 0.8746 -2.2737 -0.3152
O -1.4221 0.6364 -1.4225
N -1.3265 0.5516 -0.2770
O -0.9647 1.7286 0.4296
H -0.9750 1.4507 1.4002
*
```